1.
DFT (ωB97M-V/def2-TZVPD) results for one molecule with the formula C20H19N3O4 at a distorted geometry.

The geometry in XYZ format:
```
46
Properties=species:S:1:pos:R:3
C -0.15 -4.33 0.08
C 0.26 -2.93 -0.44
C 1.45 -2.20 -0.10
C 1.57 -1.00 -0.53
C 0.58 -0.47 -1.42
C -0.67 -1.04 -1.58
C -0.92 -2.37 -1.06
H -1.77 -2.73 -1.63
H -1.41 -0.41 -2.33
C 0.82 1.04 -1.56
C 1.83 1.94 -1.11
C 2.85 1.11 -0.54
O 4.04 1.31 -0.21
N 2.69 -0.22 -0.14
H 3.36 -0.81 0.24
C 1.94 3.20 -1.02
H 1.43 3.50 -1.89
H 3.01 3.47 -1.21
C 1.64 3.85 0.17
N 0.22 3.22 0.69
C 0.14 1.98 1.13
O 0.99 1.63 2.03
C -1.10 1.32 1.16
C -2.26 1.64 0.54
C -3.28 0.90 0.01
C -3.20 -0.50 0.85
C -2.18 -1.09 1.60
C -1.07 0.11 1.69
H -0.31 -0.37 2.40
H -2.14 -1.91 2.16
H -4.13 -1.05 0.69
N -4.44 1.11 -0.67
O -5.33 0.43 -0.57
O -4.36 2.07 -1.14
H -2.31 2.48 -0.12
H -0.48 3.64 0.02
H 1.49 4.84 0.06
H 2.24 3.44 1.26
H -0.01 1.67 -2.07
C 2.22 -2.84 0.87
H 3.35 -3.14 0.38
H 1.88 -3.88 1.32
H 2.43 -2.42 1.70
H 0.50 -5.16 -0.35
H -0.33 -4.34 1.01
H -1.02 -4.70 -0.40
```

* molecular weight: 365.4 g/mol
* lowest unoccupied orbital energy: -0.6 eV
* calculated total energy: -1238.16181 a.u.
* frontier orbital gap: 7.8 eV
* ΔE to the lowest compared entry with this formula, charge and spin: 19.069 eV

2.
DFT (ωB97M-V/def2-TZVPD) results for one molecule with the formula C22H23N3O5 at a distorted geometry.

The geometry in XYZ format:
```
53
Properties=species:S:1:pos:R:3
C 5.06 0.86 1.37
N 5.24 -0.11 0.31
C 4.90 0.44 -0.98
H 5.56 1.29 -1.18
H 5.07 -0.31 -1.75
H 3.86 0.80 -1.05
C 4.65 -1.41 0.59
C 3.12 -1.48 0.72
H 2.85 -2.22 1.46
C 2.42 -1.86 -0.59
N 0.99 -1.74 -0.49
C 0.23 -2.59 0.24
O 0.62 -3.59 0.80
C -1.21 -2.09 0.15
O -2.17 -2.62 0.66
C -1.16 -0.87 -0.65
C -2.15 0.01 -0.91
C -3.56 -0.20 -0.57
C -4.20 -1.40 -0.85
C -5.55 -1.60 -0.55
C -6.22 -0.56 0.04
C -5.59 0.66 0.32
C -4.27 0.87 0.01
H -3.79 1.80 0.27
O -6.49 1.52 0.89
C -7.70 0.80 0.99
O -7.53 -0.49 0.43
H -8.49 1.33 0.45
H -7.98 0.70 2.05
H -6.04 -2.53 -0.77
H -3.65 -2.20 -1.32
O -1.84 1.17 -1.52
H -2.64 1.71 -1.65
C 0.28 -0.60 -1.03
C 0.77 0.71 -0.43
N 0.63 0.84 0.88
C 1.05 1.95 1.45
C 1.62 3.00 0.75
C 1.76 2.87 -0.62
C 1.33 1.70 -1.23
H 1.42 1.57 -2.29
H 2.20 3.66 -1.21
H 1.95 3.89 1.26
H 0.92 2.00 2.53
H 0.40 -0.56 -2.12
H 2.76 -1.24 -1.42
H 2.65 -2.91 -0.82
H 2.73 -0.52 1.06
H 5.10 -1.74 1.53
H 4.99 -2.09 -0.19
H 5.72 1.71 1.18
H 5.34 0.41 2.32
H 4.03 1.24 1.45
```

* molecular weight: 409.4 g/mol
* lowest unoccupied orbital energy: -0.1 eV
* calculated total energy: -1392.58157 a.u.
* frontier orbital gap: 8.1 eV
* ΔE to the lowest compared entry with this formula, charge and spin: 3.180 eV

3.
DFT (ωB97M-V/def2-TZVPD) results for one molecule with the formula C5H8N2O at a distorted geometry.

The geometry in XYZ format:
```
16
Properties=species:S:1:pos:R:3
C -1.00 -0.35 0.10
C 1.27 -1.21 0.07
C 1.03 0.19 -0.35
C 1.27 1.66 -0.10
C 0.01 0.78 0.47
H -3.90 0.58 -0.58
H -0.30 -2.38 -0.15
H 1.57 -1.85 -0.91
H 1.86 -1.23 0.97
H 0.71 0.09 -1.35
H 1.04 2.44 -0.74
H 1.78 1.97 0.81
H 0.09 0.63 1.56
N -2.29 -0.52 -0.14
N -0.11 -1.40 0.24
O -3.02 0.61 0.11
```

* molecular weight: 112.1 g/mol
* lowest unoccupied orbital energy: 0.9 eV
* calculated total energy: -379.81494 a.u.
* frontier orbital gap: 8.9 eV
* ΔE to the lowest compared entry with this formula, charge and spin: 7.435 eV

4.
DFT (ωB97M-V/def2-TZVPD) results for C31H29BrN5NiO5 as an isolated structure.

The geometry in XYZ format:
```
72
Properties=species:S:1:pos:R:3
Ni -0.13 0.02 0.09
C -2.88 -0.56 3.23
C -3.61 -0.91 1.96
C -4.69 -1.79 2.00
C -5.40 -2.10 0.86
C -5.04 -1.52 -0.35
C -3.96 -0.64 -0.42
C -3.58 -0.02 -1.73
C -3.24 -0.34 0.74
N -2.11 0.53 0.67
C -2.27 1.70 1.28
O -3.27 2.20 1.81
C -0.98 2.51 1.31
C -0.88 3.75 1.92
C 0.36 4.37 1.94
C 1.46 3.75 1.38
C 1.28 2.50 0.79
N 0.08 1.94 0.76
C 2.41 1.71 0.16
O 3.54 2.20 0.22
N 1.99 0.59 -0.43
C 2.86 0.03 -1.39
C 3.18 -1.34 -1.31
C 2.69 -2.17 -0.17
C 3.96 -1.93 -2.30
C 4.43 -1.19 -3.38
C 4.11 0.15 -3.46
C 3.33 0.78 -2.49
C 3.02 2.24 -2.67
H -3.13 -1.26 4.02
H -3.15 0.45 3.56
H -1.80 -0.56 3.08
H -4.96 -2.24 2.95
H -6.23 -2.79 0.90
H -5.59 -1.75 -1.25
H -4.21 -0.41 -2.54
H -2.54 -0.25 -1.97
H -3.69 1.06 -1.70
H -1.77 4.18 2.36
H 0.46 5.35 2.41
H 2.45 4.17 1.38
H 2.95 -1.72 0.79
H 3.10 -3.17 -0.21
H 1.60 -2.26 -0.21
H 4.19 -2.98 -2.22
H 5.03 -1.66 -4.15
H 4.46 0.75 -4.30
H 3.09 2.50 -3.73
H 3.71 2.86 -2.10
H 2.02 2.49 -2.31
Br 1.48 0.91 3.64
C 1.15 -0.90 3.20
C 1.63 -1.86 4.08
C 1.31 -3.18 3.82
C 0.54 -3.48 2.71
C 0.15 -2.45 1.87
N 0.45 -1.16 2.11
C -0.63 -2.79 0.60
O -1.08 -3.93 0.52
O -0.71 -1.86 -0.25
H 2.21 -1.56 4.94
H 1.66 -3.97 4.48
H 0.23 -4.48 2.45
C 0.31 0.78 -4.23
C -0.22 0.99 -2.84
N -0.71 2.20 -2.52
O -0.24 0.06 -2.03
H 0.41 1.70 -4.79
H -0.37 0.11 -4.75
H 1.28 0.29 -4.14
H -0.54 3.00 -3.11
H -0.99 2.36 -1.56
```

* molecular weight: 690.2 g/mol
* 2S+1: 3
* lowest unoccupied orbital energy (spin up / spin down): 2.5 / 2.5 eV
* calculated total energy: -5931.28908 a.u.
* total charge: -1
* frontier orbital gap (spin up / spin down): 7.6 / 7.7 eV
* ΔE to the lowest compared entry with this formula, charge and spin: 0.451 eV

5.
DFT (ωB97M-V/def2-TZVPD) results for C19H43LuOP3S2 as an isolated structure at a distorted geometry.

The geometry in XYZ format:
```
69
Properties=species:S:1:pos:R:3
Lu 0.50 -0.17 -0.13
P -1.96 0.47 1.69
P 0.89 -1.81 2.02
P -1.57 -1.84 -0.61
H 1.76 4.29 -1.13
C 0.94 4.28 -1.83
C -0.26 3.91 -1.30
H -0.56 4.28 -0.31
C -1.88 1.91 2.83
C -2.66 -0.65 2.96
C -3.59 0.87 0.92
C 2.54 -2.54 1.79
C 1.38 -1.31 3.72
C 0.03 -3.33 2.52
C -2.57 -1.03 -1.93
C -2.90 -2.75 0.25
C -0.73 -3.26 -1.46
H 1.33 4.38 -2.86
H -0.81 3.00 -1.57
H -1.64 2.86 2.33
H -1.16 1.74 3.64
H -2.87 1.99 3.28
H -1.91 -0.91 3.72
H -3.10 -1.56 2.55
H -3.46 -0.07 3.45
H -3.46 1.65 0.15
H -4.19 1.26 1.74
H -4.09 0.00 0.48
H 2.59 -3.28 2.60
H 3.32 -1.79 1.95
H 2.64 -3.05 0.83
H 1.87 -2.23 4.09
H 0.55 -1.10 4.39
H 2.13 -0.52 3.72
H 0.75 -3.76 3.24
H -0.07 -4.01 1.67
H -0.91 -3.13 3.04
H -2.56 -1.70 -2.81
H -2.18 -0.04 -2.24
H -3.61 -0.90 -1.57
H -3.30 -3.48 -0.46
H -3.70 -2.07 0.55
H -2.49 -3.27 1.12
H -1.27 -3.44 -2.40
H -0.78 -4.17 -0.82
H 0.33 -3.04 -1.68
C 1.72 0.16 -4.10
C 2.55 -0.79 -4.74
C 2.50 -0.98 -6.12
C 1.68 -0.14 -6.89
C 1.20 1.04 -6.32
C 1.34 1.24 -4.92
S 0.98 -0.02 -2.47
H 1.73 0.79 -1.36
H 3.22 -1.36 -4.12
H 3.04 -1.77 -6.64
H 1.54 -0.32 -7.96
H 0.78 1.84 -6.95
H 1.10 2.17 -4.43
C 2.69 1.95 3.30
S 1.12 2.11 2.48
C 1.26 3.82 1.95
O 1.40 1.29 1.16
H 2.80 2.74 4.06
H 3.46 2.05 2.52
H 2.75 0.98 3.81
H 1.74 4.37 2.77
H 1.84 3.90 1.02
H 0.25 4.22 1.81
```

* molecular weight: 619.6 g/mol
* lowest unoccupied orbital energy: -9.8 eV
* calculated total energy: -3879.87192 a.u.
* total charge: +3
* frontier orbital gap: 6.8 eV
* ΔE to the lowest compared entry with this formula, charge and spin: 2.851 eV

6.
DFT (ωB97M-V/def2-TZVPD) results for C6H12N2O4 as an isolated structure at a distorted geometry.

The geometry in XYZ format:
```
24
Properties=species:S:1:pos:R:3
C 0.01 -2.27 -1.48
C -1.01 -1.51 -0.40
C 0.38 0.56 0.23
C 1.73 0.03 0.88
C -0.22 1.79 1.02
C 0.84 2.97 0.78
H -1.19 -3.08 -3.06
H -1.99 -3.44 -1.22
H 0.40 -1.59 -2.26
H 1.02 -2.41 -1.03
H -1.45 0.19 0.54
H 0.85 0.71 -0.87
H -0.37 1.35 2.01
H -2.32 2.55 0.47
H 0.52 3.92 1.21
H 1.76 2.76 1.11
H 0.91 3.35 -0.25
H 0.76 -1.45 1.74
N -0.85 -3.36 -1.98
N -0.68 -0.41 0.34
O -2.14 -2.05 -0.48
O 2.87 0.49 0.72
O -1.53 1.84 0.20
O 1.69 -0.94 1.76
```

* molecular weight: 176.2 g/mol
* lowest unoccupied orbital energy: 0.1 eV
* calculated total energy: -646.12274 a.u.
* frontier orbital gap: 8.6 eV
* ΔE to the lowest compared entry with this formula, charge and spin: 5.815 eV

7.
DFT (ωB97M-V/def2-TZVPD) results for a 7-piece molecular cluster, C4H20O6 overall at a distorted geometry.

The geometry in XYZ format:
```
30
Properties=species:S:1:pos:R:3
C -0.71 -1.01 1.35
C -1.73 -1.05 2.19
C -3.17 -0.83 1.79
C 0.76 -0.91 1.62
H -1.03 -0.79 0.34
H -1.57 -1.30 3.23
H -3.78 -0.34 2.56
H -3.29 -0.24 0.85
H -3.70 -1.79 1.74
H 1.23 -1.85 1.94
H 0.95 -0.20 2.45
H 1.45 -0.40 0.91
H 2.58 -0.85 -1.43
H 3.49 0.02 -0.62
O 3.40 -0.91 -0.88
H -0.09 2.01 -1.12
H 0.66 3.19 -1.56
O 0.83 2.39 -1.04
H 1.36 -2.56 -2.62
H 1.77 -1.39 -3.60
O 1.95 -1.81 -2.77
H -1.36 1.83 0.43
H -1.94 0.82 -0.45
O -1.67 1.75 -0.49
H 2.38 1.96 0.80
H 1.58 3.31 0.70
O 2.31 2.86 1.11
H -2.22 -2.13 -1.24
H -2.88 -1.09 -2.25
O -2.66 -1.28 -1.34
```

* molecular weight: 164.2 g/mol
* lowest unoccupied orbital energy: -0.1 eV
* calculated total energy: -615.77728 a.u.
* frontier orbital gap: 9.3 eV
* ΔE to the lowest compared entry with this formula, charge and spin: 1.096 eV

8.
DFT (ωB97M-V/def2-TZVPD) results for C19H25ClN2Tc as an isolated structure at a distorted geometry.

The geometry in XYZ format:
```
48
Properties=species:S:1:pos:R:3
C 0.18 0.74 -5.80
C 1.56 1.24 -5.85
C -0.06 -0.66 -6.05
C -0.91 1.69 -6.00
Cl 0.13 0.71 -2.93
H -0.03 -0.76 -7.13
H -1.04 -1.03 -5.71
H 0.67 -1.36 -5.63
H 1.75 1.41 -6.91
H 2.32 0.54 -5.48
H 1.74 2.19 -5.33
H -0.90 1.85 -7.07
H -0.81 2.66 -5.50
H -1.90 1.31 -5.72
C 1.39 -1.15 0.51
C 0.78 -2.08 -0.37
C 1.11 -1.71 -1.72
H 0.14 -2.92 -0.08
C 2.11 -0.62 -1.59
C 2.24 -0.29 -0.23
H 2.83 0.52 0.20
H 1.23 -1.16 1.58
H 0.74 -2.21 -2.62
H 2.58 -0.10 -2.41
C -1.85 1.10 -0.12
C -1.67 -0.13 0.59
C -1.80 -1.22 -0.32
H -1.54 -0.24 1.64
C -1.89 -0.69 -1.65
C -2.03 0.79 -1.49
H -2.13 1.50 -2.30
H -1.82 2.09 0.33
H -1.79 -2.26 -0.06
H -1.92 -1.28 -2.56
Tc 0.00 -0.08 -0.93
N 1.26 3.04 5.75
C 1.01 2.42 4.56
C 2.05 1.75 3.85
C 1.82 1.41 2.52
N 0.64 1.57 1.94
C -0.38 2.10 2.62
C -0.27 2.46 3.96
H 2.22 3.15 6.08
H 0.56 3.65 6.16
H 3.01 1.52 4.32
H 2.63 0.97 1.94
H -1.33 2.21 2.11
H -1.15 2.79 4.51
```

* molecular weight: 414.9 g/mol
* 2S+1: 4
* lowest unoccupied orbital energy (spin up / spin down): -6.6 / -10.6 eV
* calculated total energy: -1388.76018 a.u.
* total charge: +2
* frontier orbital gap (spin up / spin down): 3.8 / 3.8 eV
* ΔE to the lowest compared entry with this formula, charge and spin: 2.232 eV